The molecule C5H11NO2 in a non-equilibrium geometry, computed with wB97M-V/def2-TZVPD.

Properties
E_HOMO ... -10.02 eV
Total energy ... -10947.9648 eV
Relative energy (zero: lowest compared OMol25 entry of this formula, charge and spin) ... 30.03 kcal/mol
HOMO-LUMO gap ... 10.8 eV
Maximum force ... 2.03 eV/A
LUMO energy ... 0.79 eV
SMILES string ... [H]/N=C(/C)OC(C)(C)O

Geometry (Å):
C -0.7082 -0.7745 0.4354
C -0.9905 -0.5415 1.9081
C 0.4105 -1.7532 0.1432
C 0.6510 1.9487 -1.9026
C 0.7341 1.1774 -0.6165
O -0.4582 0.6256 -0.2970
O -1.8244 -1.0940 -0.2864
N 1.8262 1.1131 0.0085
H -2.0922 -0.1685 -0.6032
H 1.7932 0.5690 0.8657
H -1.3470 -1.4743 2.3432
H -1.7669 0.2132 2.0186
H -0.0960 -0.2147 2.4324
H 0.0105 -2.7539 0.3065
H 0.7181 -1.6774 -0.8968
H 1.2661 -1.5938 0.7939
H -0.1337 2.7003 -1.8301
H 0.4025 1.2705 -2.7200
H 1.6048 2.4278 -2.1028



The molecule C5H11NO2 in a non-equilibrium geometry, computed with wB97M-V/def2-TZVPD.

Properties
E_HOMO ... -9.11 eV
Total energy ... -10948.0248 eV
Relative energy (zero: lowest compared OMol25 entry of this formula, charge and spin) ... 28.65 kcal/mol
HOMO-LUMO gap ... 9.9 eV
Maximum force ... 2.04 eV/A
LUMO energy ... 0.77 eV
SMILES string ... [H]/N=C(/O)OC(C)(C)C

Geometry (Å):
C 0.5594 0.1039 0.0749
C 0.7638 -1.3950 0.2525
C 0.6560 0.5313 -1.3820
C 1.5516 0.8660 0.9442
N -2.2200 -0.8572 -0.3325
C -1.9482 0.2270 0.2542
O -2.9439 0.8883 0.8880
O -0.7848 0.7120 0.6366
H -3.7774 0.4532 0.6649
H -1.7978 -1.2803 -1.1424
H 1.7965 -1.6396 0.0009
H 0.5707 -1.6805 1.2834
H -0.0739 0.0071 -1.9946
H 2.5702 0.5936 0.6717
H 0.1491 -1.9885 -0.4181
H 1.6566 0.3086 -1.7516
H 0.4727 1.5991 -1.4697
H 1.3907 0.6149 1.9898
H 1.4088 1.9362 0.8299



The ion C5H11NO2 with charge +1 in a non-equilibrium geometry, computed with wB97M-V/def2-TZVPD.

Properties
E_HOMO (alpha / beta) ... -15.29 / -15.08 eV
2S+1 ... 2
⟨S²⟩ ... 0.762
Total energy ... -10938.4402 eV
Relative energy (zero: lowest compared OMol25 entry of this formula, charge and spin) ... 46.96 kcal/mol
HOMO-LUMO gap (alpha / beta) ... 11.8 / 6.1 eV
Total charge ... +1
Maximum force ... 3.40 eV/A
LUMO energy (alpha / beta) ... -3.48 / -9.00 eV

Geometry (Å):
C -0.5436 -2.1412 -0.7018
N -0.2403 -0.9426 -1.4172
C 1.8221 1.6013 0.5627
C 1.3336 0.2015 0.2328
C 0.0445 0.2476 -0.6432
C -1.2560 0.6807 0.1894
O -0.9468 1.7534 1.0107
O -0.4347 -2.1061 0.5004
H -0.9170 -3.0308 -1.1936
H -0.5131 -0.8275 -2.3932
H 1.5234 1.9409 1.5748
H 2.9166 1.6476 0.7754
H 1.5889 2.4009 -0.1171
H 2.1254 -0.4095 -0.2326
H 1.0640 -0.4181 1.0954
H 0.4097 0.8892 -1.4415
H -2.0695 0.9557 -0.4795
H -1.6548 -0.1888 0.7415
H -0.6666 1.3300 1.8468



The ion C5H11NO2 with charge +1 in a non-equilibrium geometry, computed with wB97M-V/def2-TZVPD.

Properties
E_HOMO (alpha / beta) ... -14.59 / -14.51 eV
2S+1 ... 2
⟨S²⟩ ... 0.789
Total energy ... -10936.9353 eV
Relative energy (zero: lowest compared OMol25 entry of this formula, charge and spin) ... 81.66 kcal/mol
HOMO-LUMO gap (alpha / beta) ... 10.2 / 5.7 eV
Total charge ... +1
Maximum force ... 4.54 eV/A
LUMO energy (alpha / beta) ... -4.42 / -8.86 eV

Geometry (Å):
C 0.6699 -1.2351 0.0985
N 0.0200 -0.1016 -0.2841
C -0.0998 0.7113 -1.5041
C 1.1194 0.8904 -2.3751
C -0.5808 0.5001 0.9227
C -1.1548 -0.5386 1.8509
O -0.3040 -0.4264 2.9873
O 0.7985 -1.6419 1.3007
H 0.8974 -1.9802 -0.6260
H -0.8241 0.0782 -2.1572
H -0.5496 1.7580 -1.2924
H 2.0036 0.8373 -1.6797
H 1.0777 1.8450 -2.9782
H 1.0636 0.0599 -3.0670
H 0.2114 0.8875 1.5852
H -1.2528 1.2716 0.5519
H -2.1597 -0.3138 2.2417
H -1.2214 -1.4375 1.3018
H 0.2852 -1.1641 3.1229



The molecule C5H11NO3S in a non-equilibrium geometry, computed with wB97M-V/def2-TZVPD.

Properties
E_HOMO ... -9.77 eV
Total energy ... -23829.7933 eV
Relative energy (zero: lowest compared OMol25 entry of this formula, charge and spin) ... 29.03 kcal/mol
HOMO-LUMO gap ... 10.2 eV
Maximum force ... 3.74 eV/A
LUMO energy ... 0.43 eV
SMILES string ... [H]/N=C(/C)OCCS(C)(=O)=O

Geometry (Å):
O 2.2663 -0.0224 -1.4780
O 2.9136 -1.6177 0.2615
N -2.3090 1.3064 2.3016
O -1.0403 -0.2966 1.3711
C -1.8427 0.7976 1.2113
C -2.2652 1.4434 -0.0641
C 0.0165 -0.5107 0.4149
C 3.9170 0.8819 0.4209
C 1.1618 0.3744 0.8582
S 2.5936 -0.2087 -0.0570
H -2.1218 0.7698 3.1489
H -2.4996 0.7349 -0.8479
H -1.4932 2.1433 -0.4443
H -3.1570 2.0340 0.1153
H 0.2763 -1.5335 0.4609
H -0.2678 -0.3250 -0.6177
H 3.7135 1.9320 0.1714
H 4.1023 0.8413 1.4771
H 4.7995 0.6285 -0.1589
H 0.9674 1.4200 0.6254
H 1.3814 0.3199 1.9422



The molecule C5H11NOS in a non-equilibrium geometry, computed with wB97M-V/def2-TZVPD.

Properties
E_HOMO ... -9.04 eV
Total energy ... -19735.0089 eV
Relative energy (zero: lowest compared OMol25 entry of this formula, charge and spin) ... 48.12 kcal/mol
HOMO-LUMO gap ... 9.8 eV
Maximum force ... 5.72 eV/A
LUMO energy ... 0.71 eV
SMILES string ... CC(=O)N[C@H](C)CS

Geometry (Å):
O -1.8993 0.6305 1.0884
C -1.1103 -0.2773 1.4078
N -0.1728 -0.6414 0.4806
C -0.0360 0.0527 -0.7900
C 0.7475 1.3784 -0.7903
S 0.7621 2.1492 -2.4043
C 0.4908 -1.0365 -1.7329
C -0.6921 -0.8536 2.7656
H 0.4972 -1.2807 0.7486
H -1.0590 0.3655 -1.1832
H 0.4581 1.9608 0.0766
H 1.8870 1.2764 -0.6682
H -0.2057 3.1121 -2.1624
H -0.2042 -0.8535 -2.6061
H 0.4284 -2.0524 -1.4458
H 1.6103 -0.8569 -1.9220
H -1.2017 -1.6812 2.8031
H -0.7608 -0.2485 3.6122
H 0.4605 -1.1437 2.7223



A cluster of 2 separate species, C5H11NOS in total in a non-equilibrium geometry, computed with wB97M-V/def2-TZVPD.

Properties
E_HOMO ... -9.12 eV
Total energy ... -19731.5360 eV
Relative energy (zero: lowest compared OMol25 entry of this formula, charge and spin) ... 128.20 kcal/mol
HOMO-LUMO gap ... 9.8 eV
Maximum force ... 2.57 eV/A
LUMO energy ... 0.68 eV

Geometry (Å):
C 0.9305 -1.6035 -1.0836
C 1.7183 -2.5070 -0.9863
C -1.4962 -1.2646 0.5047
C -1.5837 1.2626 0.3748
C -0.6786 0.0222 0.3804
N 1.0081 1.0321 -1.3461
O 2.0217 1.4463 1.3304
S -0.0510 -0.1012 -1.4076
H 1.9348 1.4560 0.3939
H 2.7033 2.0293 1.6973
H 2.1498 -3.3575 -1.4153
H -0.8018 -2.1651 0.4419
H -1.9107 -1.2135 1.6073
H -2.1819 -1.3405 -0.3958
H -2.4370 1.0661 -0.2625
H -0.8515 2.0597 0.0896
H -2.0167 1.5824 1.3675
H 0.2743 0.2343 0.9892
H 1.2681 1.3618 -2.2800



A cluster of 2 separate species, C5H11NOS in total in a non-equilibrium geometry, computed with wB97M-V/def2-TZVPD.

Properties
E_HOMO ... -8.60 eV
Total energy ... -19732.4664 eV
Relative energy (zero: lowest compared OMol25 entry of this formula, charge and spin) ... 106.75 kcal/mol
HOMO-LUMO gap ... 8.6 eV
Maximum force ... 3.93 eV/A
LUMO energy ... -0.01 eV

Geometry (Å):
O -0.4900 -2.0357 1.0200
C 0.5200 -1.5433 0.5723
N 0.8350 -0.2104 0.8335
C -0.3331 0.6780 0.7715
C -1.0771 0.1309 -0.4380
S -1.9463 1.3143 -1.4183
C 0.1451 2.1115 0.7541
C 1.4303 -2.1110 -0.3693
H 1.5219 0.0796 0.1588
H -1.0003 0.5636 1.6100
H -1.7425 -0.6582 -0.1199
H -0.1277 -0.5279 -0.9430
H -2.7850 0.4919 -2.0586
H 0.6360 2.3860 -0.1850
H -0.6799 2.8205 0.8877
H 0.8181 2.2958 1.5840
H 2.3281 -1.5856 -0.6285
H 1.3270 -3.1459 -0.6777
H 0.6202 -1.0540 -1.3537



Q: Which of these has the highest maximum force?
A: number 6



Q: Which formula does entry 8 have?
A: C5H11NOS



Q: Look up the total energy of the fourth one.
A: -10936.9353 eV